Formula: C5H15N2
Source: OMol25
Level of theory: ωB97M-V/def2-TZVPD

```
22
Properties=species:S:1:pos:R:3:forces:R:3
C 1.5986 0.9925 -0.8747 -0.4155 -0.4139 -1.2543
C 0.3359 1.1465 1.4548 0.5529 -4.2388 -2.6430
C -1.0836 -1.6230 0.2107 -2.3103 -0.2902 1.5402
C -1.7011 0.4567 -0.8052 1.2344 3.4536 -1.3053
C 1.0004 0.2756 0.2596 -0.5604 2.0559 1.6392
N 1.6150 -0.8125 0.6307 1.8306 -2.0772 -0.6221
N -0.6889 -0.5255 -0.6241 2.7462 -0.2453 -0.3918
H 2.6631 1.0232 -1.0027 0.6679 -0.2420 0.6790
H 1.2388 0.5392 -1.7818 -0.0228 -0.3156 -0.5840
H 1.2387 1.9695 -0.9340 -0.4681 1.7222 0.0717
H -0.5004 0.5353 1.6982 -0.7244 -0.4054 1.0130
H 0.9816 1.2619 2.2745 0.9704 0.2858 0.7981
H -0.0669 1.9759 1.0319 -0.6914 2.8417 -0.8795
H -1.2331 -1.4480 1.3230 0.6512 0.5265 -1.1944
H -2.1017 -1.9011 -0.0700 -0.0044 -0.3535 -0.1588
H -0.4846 -2.4879 0.1042 0.7902 -0.7367 -0.2884
H -1.8050 1.1074 0.0778 0.1567 -0.3699 -0.2727
H -1.5112 1.1588 -1.7078 0.0185 -1.2514 1.4958
H -2.6151 0.0325 -0.9666 -2.5957 -1.2444 -0.5283
H 1.1162 -1.4353 1.2192 -0.0099 -0.4215 1.0520
H 2.2704 -1.3082 -0.0110 -0.8401 0.7698 0.6446
H -0.2671 -0.9336 -1.5067 -0.9759 0.9505 1.1891
```
Positions in Å, forces in eV/Å.

Values from the calculation:
HOMO-LUMO gap ... 10.95 eV
HOMO energy ... -14.035 eV
Spin multiplicity ... 1
LUMO level ... -0.113 hartree
Total charge ... +1
ΔE to the lowest compared entry with this formula, charge and spin ... 45.2 kcal/mol

---

Formula: C5H15N2
Source: OMol25
Level of theory: ωB97M-V/def2-TZVPD

```
22
Properties=species:S:1:pos:R:3:forces:R:3
C -0.0899 1.4712 -0.6646 -1.3375 0.0866 2.5451
C -0.7003 -0.5613 -1.8765 -3.3632 1.0595 -0.9293
C 0.9892 -2.0597 0.0450 -2.1552 -3.1929 -1.4333
C 1.7895 0.0113 0.9022 2.1041 -1.4081 -2.3369
C 0.0331 0.0349 -0.7800 1.2821 0.6860 -0.5295
N -2.0072 1.3166 1.6147 -1.0462 1.8243 0.2780
N 0.8550 -0.6363 -0.0521 0.0404 0.6687 2.3711
H -0.5089 1.8757 -1.5247 -0.5662 0.8088 -1.4218
H -0.8523 1.6894 0.2229 0.9133 -0.7163 -1.4230
H 0.7686 1.9910 -0.3698 1.5038 0.6522 0.3584
H -1.1993 0.3079 -2.5028 0.6218 -1.9809 1.5151
H -0.1004 -1.0373 -2.6183 0.5848 -0.9911 -0.1097
H -1.4992 -1.2158 -1.4109 0.7306 0.3542 -1.0574
H 1.4349 -2.4666 1.0248 -0.5801 1.0234 -1.7788
H -0.1034 -2.5354 -0.0044 2.4193 0.7780 -0.1724
H 1.5764 -2.3502 -0.8876 -0.6340 -0.3738 1.4532
H 2.4919 0.5714 0.1782 -0.9448 -0.1020 1.9878
H 1.2892 0.4831 1.7152 -0.1334 0.8786 0.3169
H 2.3485 -0.8968 1.2635 -0.1432 1.7264 0.0921
H -1.6897 2.0888 2.2346 -0.0903 -1.1536 -0.2886
H -1.7964 0.3997 1.9894 -0.4702 0.2575 0.3743
H -3.0294 1.5184 1.5012 1.2640 -0.8856 0.1890
```
Positions in Å, forces in eV/Å.

Values from the calculation:
HOMO-LUMO gap ... 10.22 eV
HOMO energy ... -13.612 eV
Spin multiplicity ... 1
LUMO level ... -0.125 hartree
Total charge ... +1
ΔE to the lowest compared entry with this formula, charge and spin ... 45.4 kcal/mol

---

Formula: C5H15N2
Source: OMol25
Level of theory: ωB97M-V/def2-TZVPD

```
22
Properties=species:S:1:pos:R:3:forces:R:3
N -0.7722 -1.4649 -0.6451 2.3070 1.4323 1.1950
C -0.5341 -1.0928 0.8653 -0.8522 3.5524 0.2273
C -1.9288 -1.1302 1.4488 -2.3026 -0.9402 -3.2070
C -0.0067 0.6139 0.6755 -0.8225 -3.8069 1.4761
N 0.7043 0.6486 -0.6010 2.2329 6.8497 3.4423
C 0.5214 2.0871 -1.1961 -2.3205 -4.0429 -5.2602
C 2.1594 0.4976 -0.4033 -0.6226 -4.4092 0.2329
H -0.0243 -1.0775 -1.2490 -0.5098 -0.6297 0.1682
H -0.8051 -2.4265 -0.7682 0.0326 -2.7826 -0.3103
H -1.6472 -1.1195 -0.9920 -0.9362 0.6089 0.0795
H 0.1178 -1.6837 1.5985 -0.2230 0.3388 -2.2304
H -2.7738 -0.3479 1.2547 1.9680 -1.0420 -0.2742
H -2.3182 -2.1422 1.0373 0.0864 1.4225 0.6577
H -1.9685 -1.3028 2.4475 0.3616 -0.2595 3.1771
H -0.9257 1.1701 0.7840 -0.3605 0.2069 -1.1648
H 0.4948 0.9139 1.6574 0.5057 -0.7028 -1.6204
H 1.2389 2.6718 -0.8075 2.3850 2.0494 2.0821
H 0.7953 2.0688 -2.3434 -0.6984 -0.1125 2.0607
H -0.5115 2.3218 -1.0782 -0.4461 0.6480 0.1111
H 2.6475 0.9034 0.5240 -0.9814 -0.3077 -0.7286
H 2.7470 0.5551 -1.2802 0.2774 1.2999 -1.1723
H 2.1412 -0.6441 -0.4027 0.9194 0.6271 1.0581
```
Positions in Å, forces in eV/Å.

Values from the calculation:
HOMO-LUMO gap (alpha / beta) ... 12.91 / 7.27 eV
⟨S²⟩ ... 0.755
HOMO energy (alpha / beta) ... -20.069 / -20.150 eV
Spin multiplicity ... 2
LUMO level (alpha / beta) ... -0.263 / -0.473 hartree
Total charge ... +2
ΔE to the lowest compared entry with this formula, charge and spin ... 100.3 kcal/mol

---

Formula: C5H15N2O
Source: OMol25
Level of theory: ωB97M-V/def2-TZVPD

```
23
Properties=species:S:1:pos:R:3:forces:R:3
C 2.1600 -1.9801 0.1415 0.1308 -0.1156 0.4758
C 1.3095 -1.1848 1.1293 -0.3357 1.4886 0.1998
C -0.1048 -0.7887 0.6507 0.4839 -0.3859 -0.0632
C -0.2049 -0.3473 -0.8109 -0.1965 -0.5529 1.0454
N 0.5828 0.8294 -1.1371 -0.1774 -0.2906 0.0887
C 0.2381 2.0434 -0.8058 0.3986 -0.3108 -0.4870
N -0.8649 2.3938 -0.2046 -0.2783 0.2322 0.2866
H 2.6749 -2.7755 0.6804 -0.0698 -0.1418 -0.2646
H 1.5710 -2.4030 -0.6711 0.0368 -0.2684 0.1155
H 2.9499 -1.3797 -0.3081 -0.0407 0.1486 -0.0599
H 1.1847 -1.6335 2.1155 0.0577 -0.5003 -0.2348
H 1.7928 -0.2352 1.4031 0.2871 -0.1708 -0.2617
H -0.5120 -0.0620 1.3520 -0.1490 0.0973 -0.0837
H -0.7229 -1.6737 0.7028 -0.4369 -0.2318 0.0896
H 0.0251 -1.2133 -1.4028 0.8668 0.0592 -0.6473
H -1.2265 -0.1955 -1.0769 -0.8574 0.6050 -0.0214
H 1.4985 0.6935 -1.5282 0.1416 0.0887 -0.1542
H 0.9263 2.8093 -1.1187 0.0932 0.3555 0.1616
H -1.5823 1.7589 0.1391 0.0029 -0.3489 -0.0316
H -1.0035 3.3658 0.0133 0.0286 0.1094 -0.0684
H -3.8479 0.3755 0.9248 -0.1144 -0.0519 0.1905
H -3.6634 1.0008 -0.4621 -0.1329 -0.1784 0.1342
O -3.1802 0.6018 0.2739 0.2612 0.3635 -0.4098
```
Positions in Å, forces in eV/Å.

Values from the calculation:
HOMO-LUMO gap ... 11.60 eV
HOMO energy ... -14.518 eV
Spin multiplicity ... 1
LUMO level ... -0.107 hartree
Total charge ... +1
ΔE to the lowest compared entry with this formula, charge and spin ... 4.8 kcal/mol

---

What did the fourth record say?
Formula: C5H15N2O
Source: OMol25
Level of theory: ωB97M-V/def2-TZVPD

```
23
Properties=species:S:1:pos:R:3:forces:R:3
C 2.1600 -1.9801 0.1415 0.1308 -0.1156 0.4758
C 1.3095 -1.1848 1.1293 -0.3357 1.4886 0.1998
C -0.1048 -0.7887 0.6507 0.4839 -0.3859 -0.0632
C -0.2049 -0.3473 -0.8109 -0.1965 -0.5529 1.0454
N 0.5828 0.8294 -1.1371 -0.1774 -0.2906 0.0887
C 0.2381 2.0434 -0.8058 0.3986 -0.3108 -0.4870
N -0.8649 2.3938 -0.2046 -0.2783 0.2322 0.2866
H 2.6749 -2.7755 0.6804 -0.0698 -0.1418 -0.2646
H 1.5710 -2.4030 -0.6711 0.0368 -0.2684 0.1155
H 2.9499 -1.3797 -0.3081 -0.0407 0.1486 -0.0599
H 1.1847 -1.6335 2.1155 0.0577 -0.5003 -0.2348
H 1.7928 -0.2352 1.4031 0.2871 -0.1708 -0.2617
H -0.5120 -0.0620 1.3520 -0.1490 0.0973 -0.0837
H -0.7229 -1.6737 0.7028 -0.4369 -0.2318 0.0896
H 0.0251 -1.2133 -1.4028 0.8668 0.0592 -0.6473
H -1.2265 -0.1955 -1.0769 -0.8574 0.6050 -0.0214
H 1.4985 0.6935 -1.5282 0.1416 0.0887 -0.1542
H 0.9263 2.8093 -1.1187 0.0932 0.3555 0.1616
H -1.5823 1.7589 0.1391 0.0029 -0.3489 -0.0316
H -1.0035 3.3658 0.0133 0.0286 0.1094 -0.0684
H -3.8479 0.3755 0.9248 -0.1144 -0.0519 0.1905
H -3.6634 1.0008 -0.4621 -0.1329 -0.1784 0.1342
O -3.1802 0.6018 0.2739 0.2612 0.3635 -0.4098
```
Positions in Å, forces in eV/Å.

Values from the calculation:
HOMO-LUMO gap ... 11.60 eV
HOMO energy ... -14.518 eV
Spin multiplicity ... 1
LUMO level ... -0.107 hartree
Total charge ... +1
ΔE to the lowest compared entry with this formula, charge and spin ... 4.8 kcal/mol

---

Repeat the first record exactly.
Formula: C5H15N2
Source: OMol25
Level of theory: ωB97M-V/def2-TZVPD

```
22
Properties=species:S:1:pos:R:3:forces:R:3
C 1.5986 0.9925 -0.8747 -0.4155 -0.4139 -1.2543
C 0.3359 1.1465 1.4548 0.5529 -4.2388 -2.6430
C -1.0836 -1.6230 0.2107 -2.3103 -0.2902 1.5402
C -1.7011 0.4567 -0.8052 1.2344 3.4536 -1.3053
C 1.0004 0.2756 0.2596 -0.5604 2.0559 1.6392
N 1.6150 -0.8125 0.6307 1.8306 -2.0772 -0.6221
N -0.6889 -0.5255 -0.6241 2.7462 -0.2453 -0.3918
H 2.6631 1.0232 -1.0027 0.6679 -0.2420 0.6790
H 1.2388 0.5392 -1.7818 -0.0228 -0.3156 -0.5840
H 1.2387 1.9695 -0.9340 -0.4681 1.7222 0.0717
H -0.5004 0.5353 1.6982 -0.7244 -0.4054 1.0130
H 0.9816 1.2619 2.2745 0.9704 0.2858 0.7981
H -0.0669 1.9759 1.0319 -0.6914 2.8417 -0.8795
H -1.2331 -1.4480 1.3230 0.6512 0.5265 -1.1944
H -2.1017 -1.9011 -0.0700 -0.0044 -0.3535 -0.1588
H -0.4846 -2.4879 0.1042 0.7902 -0.7367 -0.2884
H -1.8050 1.1074 0.0778 0.1567 -0.3699 -0.2727
H -1.5112 1.1588 -1.7078 0.0185 -1.2514 1.4958
H -2.6151 0.0325 -0.9666 -2.5957 -1.2444 -0.5283
H 1.1162 -1.4353 1.2192 -0.0099 -0.4215 1.0520
H 2.2704 -1.3082 -0.0110 -0.8401 0.7698 0.6446
H -0.2671 -0.9336 -1.5067 -0.9759 0.9505 1.1891
```
Positions in Å, forces in eV/Å.

Values from the calculation:
HOMO-LUMO gap ... 10.95 eV
HOMO energy ... -14.035 eV
Spin multiplicity ... 1
LUMO level ... -0.113 hartree
Total charge ... +1
ΔE to the lowest compared entry with this formula, charge and spin ... 45.2 kcal/mol

---

Q: Number 4 is which compound?
A: C5H15N2O